The following is a quantum chemistry calculation of C4H5NO in the gas phase, from the OMol25 dataset.

charge = 0
multiplicity = 1
relative energy (zero: lowest compared OMol25 entry of this formula, charge and spin) = 379.1 kJ/mol

Element x y z (Å)
C1 -1.6994 0.8581 0.6932
C2 -0.5370 0.3248 -0.0981
N1 0.4533 -0.2875 0.7158
C3 1.3629 -0.7590 -0.0422
C4 1.8676 -1.1949 -1.1833
O1 -0.4506 0.3996 -1.3085
H1 -2.4120 1.3497 0.0298
H2 -1.3363 1.5579 1.4520
H3 -2.1849 0.0333 1.2248
H4 2.2779 -1.3870 0.3422
H5 2.7298 -0.7297 -1.6596

Charges computed using natural (NBO), reported in e: -0.70 0.67 -0.59 0.07 -0.10 -0.57 0.23 0.24 0.24 0.30 0.22

=====

The following is a quantum chemistry calculation of C4H5NO in the gas phase, from the OMol25 dataset.

charge = 0
multiplicity = 1
relative energy (zero: lowest compared OMol25 entry of this formula, charge and spin) = 319.6 kJ/mol

Element x y z (Å)
C1 -0.3804 -0.6021 0.9500
C2 -0.0163 0.0332 -0.1825
C3 -0.0869 -0.3554 -1.6166
O1 0.4422 1.3008 0.1246
C4 0.7121 1.2144 1.4392
N1 1.0852 1.5453 2.4891
H1 -0.2697 -1.6544 1.1214
H2 -1.0611 -0.0627 1.6070
H3 0.6207 0.1697 -2.2610
H4 -1.1052 -0.1525 -1.9845
H5 0.0594 -1.4363 -1.6868

Charges computed using natural (NBO), reported in e: -0.57 0.38 -0.68 -0.46 0.51 -0.38 0.23 0.25 0.24 0.25 0.25

=====

The following is a quantum chemistry calculation of C4H5NO in the gas phase, from the OMol25 dataset.

charge = 0
multiplicity = 1
relative energy (zero: lowest compared OMol25 entry of this formula, charge and spin) = 356.2 kJ/mol

Element x y z (Å)
N1 -0.9855 1.9638 -0.2763
C1 -0.4297 0.8509 -0.0731
C2 0.2384 -0.0161 -1.1135
C3 0.9750 -1.0888 -0.4978
C4 0.4914 -0.9839 0.9094
O1 -0.3056 0.2041 1.1150
H1 -1.3512 2.3616 0.5906
H2 0.4652 0.4228 -2.0848
H3 -0.4064 -0.9364 -1.3377
H4 1.3947 -0.9234 1.5256
H5 -0.0863 -1.8545 1.2427

Charges computed using natural (NBO), reported in e: -0.68 0.53 -0.59 0.07 -0.24 -0.50 0.35 0.27 0.32 0.24 0.23

=====

The following is a quantum chemistry calculation of 2 unconnected molecules or ions with the total composition C4H5NO, from the OMol25 dataset.

charge = 0
multiplicity = 1
relative energy (zero: lowest compared OMol25 entry of this formula, charge and spin) = 365.2 kJ/mol

Element x y z (Å)
C1 -0.2473 2.0010 -0.6706
C2 0.1049 0.8618 -0.8431
C3 0.6107 -0.4599 -1.2600
O1 -0.0704 -1.2830 -1.8141
H1 -0.5712 3.0152 -0.5771
H2 1.6958 -0.5774 -1.0945
C4 0.0011 -0.5222 1.4578
N1 0.7895 -1.4021 0.9950
H3 -1.0456 -0.5375 1.1344
H4 0.2832 0.2894 2.1389
H5 1.7540 -1.2514 1.2979

Charges computed using natural (NBO), reported in e: -0.18 -0.12 0.37 -0.48 0.24 0.14 -0.02 -0.61 0.17 0.16 0.33

=====

The following is a quantum chemistry calculation of C4H5NO in the gas phase, from the OMol25 dataset.

charge = 0
multiplicity = 1
relative energy (zero: lowest compared OMol25 entry of this formula, charge and spin) = 165.4 kJ/mol

Element x y z (Å)
C1 1.5432 -2.1407 -0.4136
C2 1.1012 -1.0213 -0.3955
C3 0.5828 0.3509 -0.3531
N1 -0.4426 0.5198 0.6598
C4 -1.6540 1.0583 0.3580
O1 -1.9680 1.4891 -0.7332
H1 1.9327 -3.1348 -0.4413
H2 0.1161 0.6192 -1.3061
H3 1.4111 1.0507 -0.1841
H4 -0.2886 0.1355 1.5795
H5 -2.3339 1.0734 1.2296

Charges computed using natural (NBO), reported in e: -0.22 -0.03 -0.31 -0.60 0.53 -0.61 0.24 0.27 0.22 0.40 0.12

=====

The following is a quantum chemistry calculation of C4H5NO in the gas phase, from the OMol25 dataset.

charge = 0
multiplicity = 1
relative energy (zero: lowest compared OMol25 entry of this formula, charge and spin) = 295.8 kJ/mol

Element x y z (Å)
C1 -1.6862 -0.1812 0.2254
C2 -0.3128 0.4440 0.2311
C3 -0.0698 1.7230 0.3250
C4 0.8764 -0.4995 0.2695
O1 0.7657 -1.6220 0.7164
N1 2.0377 0.0180 -0.2108
H1 -1.8500 -0.7166 -0.7144
H2 -2.4707 0.5680 0.3513
H3 -1.7332 -0.9029 1.0453
H4 2.8489 -0.5818 -0.2294
H5 2.0455 0.8730 -0.7451

Charges computed using natural (NBO), reported in e: -0.60 -0.48 0.27 0.68 -0.58 -0.81 0.23 0.23 0.25 0.41 0.41

=====

The following is a quantum chemistry calculation of C4H5NO in the gas phase, from the OMol25 dataset.

charge = 0
multiplicity = 1
relative energy (zero: lowest compared OMol25 entry of this formula, charge and spin) = 249.8 kJ/mol

Element x y z (Å)
O1 1.1335 -1.0133 1.9596
C1 0.4081 -0.9905 0.9976
C2 0.7692 -0.5107 -0.3917
C3 -0.3084 0.4610 -0.8386
C4 -0.9108 1.4040 0.0810
N1 -1.6468 0.4093 -0.1094
H1 -0.6525 -1.2969 1.0546
H2 1.7657 -0.0574 -0.4349
H3 0.7684 -1.4006 -1.0387
H4 -0.3851 0.6556 -1.9074
H5 -0.9415 2.3395 0.6279

Charges computed using natural (NBO), reported in e: -0.51 0.44 -0.54 -0.13 0.05 -0.31 0.12 0.23 0.23 0.19 0.22

=====

The following is a quantum chemistry calculation of C4H5NO in the gas phase, from the OMol25 dataset.

charge = 0
multiplicity = 1
relative energy (zero: lowest compared OMol25 entry of this formula, charge and spin) = 276.0 kJ/mol

Element x y z (Å)
H1 0.0519 1.4357 2.2693
N1 -0.1701 0.5683 1.8212
C1 -0.0409 0.3973 0.5511
C2 0.7405 0.7264 -0.6309
C3 0.6036 -0.3625 -1.4299
O1 -0.2330 -1.3335 -1.0017
C4 -0.8331 -0.7989 0.2180
H2 1.4407 1.5361 -0.7794
H3 1.1147 -0.5794 -2.3684
H4 -0.8001 -1.0057 1.3809
H5 -1.8742 -0.5839 -0.0299

Charges computed using natural (NBO), reported in e: 0.35 -0.71 0.27 -0.42 0.23 -0.46 -0.21 0.24 0.21 0.30 0.20

=====

The following is a quantum chemistry calculation of C4H5NO in the gas phase, from the OMol25 dataset.

charge = 0
multiplicity = 1
relative energy (zero: lowest compared OMol25 entry of this formula, charge and spin) = 225.3 kJ/mol

Element x y z (Å)
C1 -1.4692 -0.1329 0.0091
C2 0.0359 -0.1291 0.0385
C3 0.8209 0.9066 -0.2201
N1 1.5874 1.8086 -0.4651
C4 0.9306 -1.2551 0.2221
O1 2.1465 -1.1626 0.1736
H1 -1.8117 -1.1590 0.1598
H2 -1.8937 0.4674 0.8229
H3 -1.9010 0.2346 -0.9261
H4 1.1316 2.6484 -0.1430
H5 0.4225 -2.2270 0.3284

Charges computed using natural (NBO), reported in e: -0.60 -0.43 0.64 -0.63 0.40 -0.58 0.23 0.22 0.22 0.41 0.12

=====

The following is a quantum chemistry calculation of a molecular structure, C4H5NO, from the OMol25 dataset.

charge = 0
multiplicity = 3
<S²> = 2.01
relative energy (zero: lowest compared OMol25 entry of this formula, charge and spin) = 326.1 kJ/mol

Element x y z (Å)
C1 0.2179 -0.6358 0.6691
C2 0.5487 0.1966 1.6531
C3 -0.0512 1.3942 -0.5752
C4 -0.2504 -0.0817 -0.6162
N1 0.3519 1.8122 0.5921
O1 0.5657 2.8989 1.0471
H1 0.4926 -1.6639 0.9876
H2 0.9950 0.0426 2.5901
H3 -0.5662 1.9649 -1.3709
H4 0.5266 -0.4945 -1.2812
H5 -1.2060 -0.2452 -1.0236

Charges computed using natural (NBO), reported in e: -0.26 -0.10 0.03 -0.50 -0.01 -0.25 0.23 0.21 0.19 0.24 0.24

=====

The following is a quantum chemistry calculation of C4H5NO in the gas phase, from the OMol25 dataset.

charge = 0
multiplicity = 3
<S²> = 2.01
relative energy (zero: lowest compared OMol25 entry of this formula, charge and spin) = 268.5 kJ/mol

Element x y z (Å)
C1 1.3953 -1.0693 -0.0606
C2 -0.4569 0.5198 0.6729
C3 0.0904 -0.4184 -0.3918
C4 0.2106 1.0096 -0.6412
N1 2.4023 -0.2980 0.1521
O1 2.3337 0.9376 0.0277
H1 1.4985 -2.1203 -0.2250
H2 -1.4582 0.8531 0.6429
H3 0.1385 0.8819 1.5634
H4 -0.7665 -0.9693 -0.7437
H5 0.2331 1.6372 -1.3986

Charges computed using natural (NBO), reported in e: -0.03 -0.46 -0.35 -0.07 0.06 -0.23 0.21 0.23 0.23 0.23 0.19

=====

The following is a quantum chemistry calculation of 2 unconnected molecules or ions with the total composition C4H5NO2, from the OMol25 dataset.

charge = 0
multiplicity = 1
relative energy (zero: lowest compared OMol25 entry of this formula, charge and spin) = 113.9 kJ/mol

Element x y z (Å)
C1 0.1393 1.6594 -0.0385
C2 -1.0180 1.1236 -0.4271
C3 -1.6066 -0.0453 0.2582
O1 -1.0320 -0.7311 1.0867
H1 0.5542 2.5313 -0.5349
H2 0.7047 1.2442 0.7908
H3 -1.5887 1.5464 -1.2507
H4 -2.6485 -0.2902 -0.0152
N1 1.7318 -1.3095 0.6644
C4 1.8535 -2.0075 -0.3210
O2 2.0890 -2.6646 -1.2638
H5 0.8214 -1.0570 1.0508

Charges computed using natural (NBO), reported in e: -0.25 -0.35 0.41 -0.55 0.21 0.21 0.22 0.13 -0.80 0.86 -0.52 0.44

=====

The following is a quantum chemistry calculation of C4H5NO2 in the gas phase, from the OMol25 dataset.

charge = 0
multiplicity = 1
relative energy (zero: lowest compared OMol25 entry of this formula, charge and spin) = 62.5 kJ/mol

Element x y z (Å)
O1 -2.2228 0.0067 1.9684
C1 -1.3764 -0.5838 1.4073
N1 -0.5123 -1.2748 0.9251
C2 0.4682 -1.0770 -0.1185
C3 0.8799 0.3854 -0.2479
C4 -0.2413 1.2523 -0.7819
O2 -1.2190 0.8063 -1.3344
H1 0.0546 -1.4326 -1.0677
H2 1.3379 -1.6944 0.1199
H3 1.2231 0.7819 0.7163
H4 1.7278 0.4845 -0.9413
H5 -0.1197 2.3456 -0.6452

Charges computed using natural (NBO), reported in e: -0.52 0.86 -0.55 -0.21 -0.53 0.44 -0.51 0.22 0.21 0.23 0.24 0.12

=====

The following is a quantum chemistry calculation of C4H5NO2 in the gas phase, from the OMol25 dataset.

charge = 0
multiplicity = 1
relative energy (zero: lowest compared OMol25 entry of this formula, charge and spin) = 169.0 kJ/mol

Element x y z (Å)
C1 2.3112 -0.7310 -0.2900
O1 1.2666 -0.1111 -0.9723
C2 0.1445 0.0528 -0.2133
C3 -0.1201 -0.2134 1.0889
N1 -1.4590 0.1392 1.2745
C4 -1.9217 0.5267 0.1182
O2 -0.9683 0.5373 -0.8375
H1 3.0740 -0.9906 -1.0901
H2 1.9314 -1.6525 0.2956
H3 2.8127 0.1003 0.2928
H4 0.3699 -0.6689 1.9075
H5 -2.8450 1.0170 -0.0712

Charges computed using natural (NBO), reported in e: -0.27 -0.48 0.54 -0.24 -0.44 0.29 -0.41 0.21 0.19 0.19 0.23 0.20

=====

The following is a quantum chemistry calculation of C4H5NO2 in the gas phase, from the OMol25 dataset.

charge = 0
multiplicity = 1
relative energy (zero: lowest compared OMol25 entry of this formula, charge and spin) = 408.2 kJ/mol

Element x y z (Å)
O1 -1.7510 -0.1753 1.2981
C1 -1.5397 -0.1493 0.1088
C2 -0.4118 0.6394 -0.4770
C3 0.4982 1.2907 0.3524
N1 1.6746 -0.0052 0.3831
C4 1.3935 -1.1657 -0.1129
O2 0.4608 -1.6957 -0.7376
H1 -2.1662 -0.6930 -0.6160
H2 -0.3608 0.7381 -1.5573
H3 1.1068 2.0915 -0.0607
H4 0.2223 1.3859 1.4015
H5 2.3426 -1.6886 0.1916

Charges computed using natural (NBO), reported in e: -0.49 0.37 -0.01 -0.34 -0.41 0.41 -0.62 0.14 0.23 0.25 0.26 0.22

=====

The following is a quantum chemistry calculation of a molecular structure, C4H5NO2, from the OMol25 dataset.

charge = 0
multiplicity = 1
relative energy (zero: lowest compared OMol25 entry of this formula, charge and spin) = 549.3 kJ/mol

Element x y z (Å)
C1 -0.2333 -2.1326 -0.5237
O1 -0.7459 -0.8430 -0.9256
C2 -0.4692 0.1799 -0.0903
N1 -0.7644 0.2559 1.1377
O2 -0.3313 1.2464 1.8350
C3 0.5984 2.3210 0.5996
C4 0.5794 1.6422 -0.5031
H1 0.8134 -2.0353 -0.2203
H2 -0.8217 -2.5378 0.3068
H3 -0.3087 -2.7979 -1.3901
H4 0.7512 3.1156 1.3069
H5 0.9321 1.5857 -1.5330

Charges computed using natural (NBO), reported in e: -0.25 -0.51 0.47 -0.10 -0.35 0.00 -0.35 0.18 0.19 0.20 0.25 0.26

=====

The following is a quantum chemistry calculation of C4H5NO2 in the gas phase, from the OMol25 dataset.

charge = 0
multiplicity = 1
relative energy (zero: lowest compared OMol25 entry of this formula, charge and spin) = 338.8 kJ/mol

Element x y z (Å)
O1 0.2349 -2.5620 0.5409
C1 0.0365 -1.3907 0.2818
N1 -0.3949 -0.8357 -0.8886
C2 -0.5430 0.5927 -0.8304
C3 0.4381 1.0218 0.3660
O2 -0.1700 1.6982 1.3449
C4 0.4554 -0.2272 1.1318
H1 -0.4059 -1.3475 -1.7525
H2 -1.5501 0.8910 -0.5256
H3 -0.2569 1.0866 -1.7628
H4 1.3618 1.4136 -0.0484
H5 0.7943 -0.3409 2.1429

Charges computed using natural (NBO), reported in e: -0.56 0.58 -0.59 -0.23 0.02 -0.43 -0.02 0.42 0.21 0.21 0.17 0.23

=====

The following is a quantum chemistry calculation of a molecular structure, C4H5NO2, from the OMol25 dataset.

charge = 0
multiplicity = 1
relative energy (zero: lowest compared OMol25 entry of this formula, charge and spin) = 418.4 kJ/mol

Element x y z (Å)
O1 -0.4373 0.9071 1.6327
C1 0.4454 1.0992 0.5377
C2 -0.6438 0.5477 -0.4070
C3 -0.0894 -0.7138 -1.0577
N1 -0.9621 -0.2225 0.8508
C4 0.3022 -0.9854 0.4054
O2 1.3152 -0.0161 0.6274
H1 0.9952 2.0370 0.4709
H2 -1.4350 1.1942 -0.7825
H3 0.7742 -0.6331 -1.7182
H4 -0.8861 -1.3197 -1.4970
H5 0.5421 -1.9470 0.8596

Charges computed using natural (NBO), reported in e: -0.38 0.31 -0.12 -0.45 -0.12 0.18 -0.50 0.19 0.22 0.23 0.23 0.21

=====

The following is a quantum chemistry calculation of C4H5NO2 in the gas phase, from the OMol25 dataset.

charge = 0
multiplicity = 1
relative energy (zero: lowest compared OMol25 entry of this formula, charge and spin) = 333.7 kJ/mol

Element x y z (Å)
N1 0.7855 1.3793 0.7822
C1 0.5714 0.6130 -0.2619
C2 -1.4833 -0.1143 -0.6079
C3 -0.8521 -1.1361 -0.0101
O1 0.2491 -1.6898 -0.6430
C4 1.1968 -0.6983 -0.4317
O2 2.3767 -0.9041 -0.5138
H1 0.5798 2.3672 0.7228
H2 1.1946 1.0764 1.6606
H3 -2.2148 0.4684 -0.0603
H4 -1.3770 0.0842 -1.6663
H5 -1.0177 -1.4663 1.0123

Charges computed using natural (NBO), reported in e: -0.73 0.04 -0.39 0.10 -0.51 0.65 -0.56 0.39 0.37 0.22 0.24 0.19

=====

The following is a quantum chemistry calculation of 2 unconnected molecules or ions with the total composition C4H5NO2, from the OMol25 dataset.

charge = 0
multiplicity = 1
relative energy (zero: lowest compared OMol25 entry of this formula, charge and spin) = 170.9 kJ/mol

Element x y z (Å)
C1 0.2752 -1.3988 0.4071
C2 0.7719 -0.5958 -0.5330
C3 1.5769 0.5907 -0.1397
O1 1.8386 0.8678 1.0095
H1 -0.3655 -2.2441 0.1808
H2 0.4768 -1.1876 1.4541
H3 0.5330 -0.7171 -1.5874
H4 1.9190 1.2390 -0.9702
N1 -1.9797 0.1530 0.5599
C4 -1.3859 0.9193 -0.1965
O2 -0.8537 1.6560 -0.9191
H5 -2.8066 0.7175 0.7344

Charges computed using natural (NBO), reported in e: -0.26 -0.38 0.40 -0.53 0.21 0.22 0.22 0.12 -0.77 0.88 -0.50 0.40

=====

Calculated values (eV/A) of largest force on an atom for the records, taken in order: 0.5; 2.6; 0.4; 0.7; 0.5; 0.7; 0.5; 3.3; 1.6; 8.1; 5.7; 0.8; 0.7; 2.7; 1.2; 3.3; 1.3; 0.4; 0.4; 1.2.